Entry 1:
One molecule with the formula C7H5I at a distorted geometry. Source: the OMol25 dataset; level of theory: ωB97M-V/def2-TZVPD.

The calculation puts the energy above the lowest of the compared OMol25 structures with the same formula, charge and spin at 342.3 kJ/mol.

Each line ends with the Mulliken charge.
CARTESIAN COORDINATES (ANGSTROEM)
C 1.155 1.561 -0.194  0.230
C 0.313 0.759 0.448  0.413
C 2.185 2.547 -0.126  -0.234
C 2.644 1.315 -0.110  -0.491
C -0.607 -0.998 -0.650  -0.462
C -0.940 0.030 0.397  -0.605
C 0.426 -0.686 0.367  -0.435
I 4.011 -0.232 0.027  0.194
H 2.369 3.555 0.142  0.372
H -1.171 -1.977 -0.449  0.212
H -0.368 -0.708 -1.655  0.229
H -1.747 0.161 1.189  0.246
H 0.815 -1.473 1.005  0.331

Entry 2:
C12H10I2NO2RbSe3Te as an isolated structure. Source: the OMol25 dataset; level of theory: ωB97M-V/def2-TZVPD.

The net charge is -2. The value obtained for the calculated total energy is -8760.48222 Eh.

Each line ends with the Mulliken charge.
CARTESIAN COORDINATES (ANGSTROEM)
Rb 0.401 0.457 -2.154  0.871
I 4.858 -3.108 -1.353  -0.033
C 3.833 -2.188 0.228  -0.449
C 4.152 -2.513 1.540  -0.330
C 3.511 -1.931 2.605  -0.373
I 4.072 -2.489 4.552  -0.045
C 2.492 -0.967 2.380  1.260
C 1.782 -0.288 3.393  -0.592
C 0.828 0.637 3.056  -0.721
C 0.570 0.880 1.697  -0.278
N 1.208 0.255 0.735  -0.118
C 2.155 -0.646 1.040  -0.237
C 2.828 -1.261 -0.118  0.553
O 2.512 -0.932 -1.282  -0.720
H 4.932 -3.244 1.714  0.291
H 2.005 -0.501 4.431  0.150
H 0.277 1.181 3.810  0.396
H -0.169 1.620 1.399  0.272
Se -1.864 1.467 -4.555  -0.762
Se -2.062 3.700 -3.757  -0.304
Te -0.409 4.167 -1.830  -0.113
Se -1.589 4.124 0.364  -0.764
C -4.258 -0.712 -2.504  -1.139
C -3.104 -0.187 -1.680  0.885
C -3.273 1.182 -1.111  -0.328
O -2.116 -0.871 -1.497  -0.602
H -5.191 -0.651 -1.939  0.337
H -4.063 -1.738 -2.811  0.286
H -4.343 -0.072 -3.385  0.243
H -4.265 1.319 -0.674  0.320
H -3.195 1.903 -1.929  0.064
H -2.515 1.406 -0.363  -0.020

Entry 3:
A 3-piece molecular cluster, C30H56FN7OPS overall at a distorted geometry. Source: the OMol25 dataset; level of theory: ωB97M-V/def2-TZVPD.

The net charge is +1. The value obtained for the calculated total energy is -2474.23061 Eh.

Each line ends with the Mulliken charge.
CARTESIAN COORDINATES (ANGSTROEM)
C 7.756 -0.698 0.893  0.057
C 7.118 -0.278 -0.039  -0.630
C 6.207 0.371 -1.030  -0.646
N 4.771 0.087 -0.828  0.909
C 3.847 0.985 -1.566  -0.222
C 3.130 0.233 -2.723  -0.652
C 1.907 0.980 -3.315  -1.243
C 0.767 1.280 -2.297  -0.032
N -0.411 0.362 -2.434  -0.455
C -0.949 0.107 -1.103  0.135
N -1.446 1.012 -0.356  -0.430
N -0.953 -1.236 -0.574  -0.328
C 4.387 -0.203 0.496  -1.785
N 3.946 -1.535 0.806  0.546
P 4.861 -2.793 -0.022  0.220
S 6.027 -3.657 1.269  -0.365
C 2.472 -1.665 0.665  0.356
C 1.681 -1.815 1.991  -1.542
F 1.889 -0.634 -0.066  -0.162
N 4.392 0.632 1.492  1.457
C 4.017 0.241 2.876  -0.377
C 4.675 1.222 3.926  -0.305
O 4.094 2.143 4.414  -0.410
C 4.769 2.020 1.303  -0.238
C 3.748 3.001 1.062  -0.193
C 4.258 4.306 0.946  -0.782
C 5.628 4.645 1.012  -0.365
N 6.556 3.714 1.235  -0.625
C 6.092 2.483 1.384  0.025
H 8.357 -0.927 1.766  0.374
H 6.398 1.463 -1.005  0.549
H 6.471 0.023 -2.053  0.378
H 3.097 1.377 -0.857  -0.413
H 4.413 1.861 -1.951  0.577
H 3.876 0.147 -3.549  0.509
H 2.914 -0.812 -2.425  0.247
H 1.475 0.314 -4.094  0.449
H 2.188 1.909 -3.849  0.431
H 1.076 1.279 -1.239  0.153
H 0.392 2.308 -2.507  0.368
H -1.156 0.893 -2.885  0.330
H -1.412 1.912 -0.843  0.107
H -1.138 -1.124 0.423  0.290
H -1.817 -1.651 -0.937  0.106
H 3.991 -3.801 -0.527  0.151
H 5.650 -2.316 -1.092  0.084
H 2.289 -2.597 0.089  0.379
H 0.819 -2.495 1.857  0.273
H 2.301 -2.065 2.866  0.322
H 1.227 -0.819 2.201  0.414
H 2.925 0.354 3.030  0.298
H 4.382 -0.770 3.133  0.594
H 5.752 1.024 4.168  0.376
H 2.681 2.757 1.011  0.549
H 3.536 5.123 0.793  0.394
H 5.905 5.705 0.904  0.386
H 6.852 1.710 1.603  0.383
C -3.245 4.046 -0.481  -1.258
C -3.772 3.310 0.746  -0.058
C -5.283 3.078 0.707  -0.797
C -6.135 4.349 0.690  -0.748
C -5.905 5.299 1.865  -0.342
C -6.254 4.682 3.216  -1.193
H -3.676 5.045 -0.571  0.404
H -2.159 4.161 -0.417  0.289
H -3.471 3.490 -1.395  0.258
H -3.493 3.857 1.651  0.237
H -3.275 2.340 0.811  0.244
H -5.565 2.460 1.564  0.340
H -5.527 2.486 -0.182  0.368
H -7.190 4.058 0.671  0.389
H -5.960 4.895 -0.242  0.303
H -6.524 6.188 1.718  0.380
H -4.868 5.648 1.878  0.236
H -7.300 4.370 3.241  0.299
H -6.101 5.410 4.015  0.373
H -5.630 3.814 3.437  0.285
C -5.946 -6.767 -2.645  -1.185
C -5.426 -6.640 -1.217  -0.360
C -5.353 -5.194 -0.727  -0.774
C -4.397 -4.292 -1.511  -0.601
C -2.947 -4.774 -1.562  -0.497
C -2.287 -4.844 -0.189  -1.159
H -5.291 -6.266 -3.360  0.281
H -6.006 -7.818 -2.933  0.376
H -6.946 -6.338 -2.733  0.296
H -4.446 -7.121 -1.138  0.232
H -6.092 -7.197 -0.552  0.367
H -5.071 -5.195 0.330  0.296
H -6.355 -4.755 -0.769  0.391
H -4.424 -3.291 -1.065  0.304
H -4.764 -4.173 -2.534  0.365
H -2.374 -4.082 -2.190  0.363
H -2.885 -5.750 -2.050  0.375
H -2.296 -3.864 0.296  0.235
H -1.247 -5.163 -0.287  0.347
H -2.791 -5.557 0.465  0.368

Number 1: molecular weight 216.021 Da. Number 2: molecular weight 903.973 Da. Number 3: molecular weight 612.865 Da.